1.
Entry from OMol25: a cluster of 2 separate species, C4H13N3 in total at a distorted geometry (the ωB97M-V functional and the def2-TZVPD basis).

Positions of all 20 atoms, in Å:
N  -0.114  2.929  1.890
C  -0.179  1.606  1.283
N  0.999  1.103  0.534
H  0.566  2.979  2.658
H  0.271  3.541  1.107
H  -0.403  0.872  2.094
H  -1.079  1.580  0.652
H  1.104  1.768  -0.234
H  1.879  1.212  1.010
C  -0.540  -2.789  0.587
C  -0.507  -1.676  -0.193
N  -0.719  -1.581  -1.544
C  0.060  -0.622  -2.338
H  -0.961  -3.722  0.210
H  -0.079  -2.795  1.581
H  -0.410  -0.689  0.288
H  -0.684  -2.518  -1.971
H  -0.267  -0.714  -3.387
H  -0.082  0.367  -1.887
H  1.145  -0.852  -2.339

SMILES string = C=CNC.NCN
ΔE to the lowest compared entry with this formula, charge and spin = 178.2 kJ/mol
orbital gap = 8.47 eV

Population analysis type Löwdin, resulting atomic charges in e:
1. N -0.029
2. C -0.393
3. N -0.013
4. H 0.063
5. H 0.087
6. H 0.114
7. H 0.107
8. H 0.058
9. H 0.060
10. C -0.027
11. C -0.277
12. N -0.110
13. C -0.114
14. H 0.034
15. H 0.036
16. H 0.063
17. H 0.124
18. H 0.078
19. H 0.059
20. H 0.080

2.
Entry from OMol25: a cluster of 2 separate species, C4H13N3 in total at a distorted geometry (the ωB97M-V functional and the def2-TZVPD basis).

Positions of all 20 atoms, in Å:
C  1.670  -1.890  0.319
C  -1.938  -0.920  -0.733
C  -1.851  0.984  0.669
C  1.303  1.787  -0.415
N  1.865  -0.452  0.164
N  -1.231  -0.242  0.354
N  1.189  0.369  -0.559
H  0.860  -2.299  -0.312
H  2.605  -2.336  -0.018
H  1.538  -2.066  1.413
H  -2.977  -1.218  -0.451
H  -1.877  -0.174  -1.587
H  -1.239  -1.770  -0.847
H  -2.700  0.696  1.327
H  -1.275  1.591  1.231
H  -2.180  1.615  -0.159
H  1.230  2.203  -1.512
H  0.455  2.132  0.170
H  2.279  2.040  -0.084
H  2.275  -0.051  1.032

ΔE to the lowest compared entry with this formula, charge and spin = 541.1 kJ/mol
orbital gap (spin up / spin down) = 9.52 / 6.96 eV

Population analysis type Löwdin, resulting atomic charges in e:
1. C -0.081
2. C -0.156
3. C -0.213
4. C -0.134
5. N -0.172
6. N -0.100
7. N -0.123
8. H 0.068
9. H 0.066
10. H 0.089
11. H 0.085
12. H 0.094
13. H 0.047
14. H 0.102
15. H 0.011
16. H 0.083
17. H 0.109
18. H 0.043
19. H 0.048
20. H 0.134

3.
Entry from OMol25: the molecule C4H13N3 at a distorted geometry (the ωB97M-V functional and the def2-TZVPD basis).

Positions of all 20 atoms, in Å:
N  0.079  1.997  -0.113
C  0.234  0.565  -0.422
C  -0.780  -0.288  0.349
C  -0.450  -0.362  1.858
N  0.504  -1.415  2.120
C  0.087  0.412  -1.935
N  0.027  -0.945  -2.381
H  0.968  2.411  0.132
H  -0.530  2.129  0.686
H  1.257  0.273  -0.149
H  -0.729  -1.318  0.009
H  -1.743  0.195  0.198
H  -0.149  0.632  2.197
H  -1.374  -0.614  2.359
H  1.408  -1.226  1.707
H  0.640  -1.569  3.109
H  -0.807  1.002  -2.188
H  0.905  0.955  -2.425
H  0.164  -1.727  -1.776
H  0.288  -1.105  -3.334

SMILES string = NCC[C@H](N)CN
ΔE to the lowest compared entry with this formula, charge and spin = 65.2 kJ/mol
orbital gap = 9.58 eV

Population analysis type Löwdin, resulting atomic charges in e:
1. N 0.036
2. C -0.420
3. C -0.159
4. C -0.301
5. N -0.006
6. C -0.283
7. N 0.000
8. H 0.070
9. H 0.059
10. H 0.132
11. H 0.097
12. H 0.120
13. H 0.095
14. H 0.105
15. H 0.062
16. H 0.064
17. H 0.107
18. H 0.109
19. H 0.053
20. H 0.062

4.
Entry from OMol25: the molecule C4H13N3 at a distorted geometry (the ωB97M-V functional and the def2-TZVPD basis).

Positions of all 20 atoms, in Å:
N  -1.147  -1.065  -1.002
C  -0.051  -0.303  -0.404
C  -0.527  0.989  0.234
C  -1.040  0.941  1.666
N  0.000  0.670  2.593
C  1.057  0.078  -1.442
N  1.636  -1.036  -2.180
H  -1.487  -1.756  -0.333
H  -0.716  -1.682  -1.697
H  0.508  -0.896  0.336
H  0.193  1.803  0.174
H  -1.302  1.382  -0.439
H  -2.004  0.417  1.803
H  -1.362  1.987  1.832
H  -0.197  0.643  3.585
H  0.499  -0.211  2.471
H  1.844  0.605  -0.915
H  0.592  0.708  -2.211
H  2.447  -1.422  -1.718
H  1.059  -1.851  -2.354

SMILES string = NCC[C@@H](N)CN
ΔE to the lowest compared entry with this formula, charge and spin = 84.3 kJ/mol
orbital gap = 10.06 eV

Population analysis type Löwdin, resulting atomic charges in e:
1. N 0.045
2. C -0.420
3. C -0.197
4. C -0.323
5. N -0.014
6. C -0.243
7. N -0.012
8. H 0.076
9. H 0.051
10. H 0.124
11. H 0.109
12. H 0.119
13. H 0.109
14. H 0.110
15. H 0.068
16. H 0.062
17. H 0.114
18. H 0.115
19. H 0.059
20. H 0.048

Number 1: electronic energy -324.407075 hartree. Number 2: electronic energy -324.268837 hartree. Number 3: electronic energy -324.450105 hartree. Number 4: electronic energy -324.442828 hartree.